No. 1
An isolated ion of composition C7H13N2OS and charge +1 in a non-equilibrium geometry, computed with the ωB97M-V functional and the def2-TZVPD basis.

Structure (ORCA input):
```
! wB97M-V def2-TZVPD RIJCOSX def2/J DEFGRID3
* xyz 1 3
C 0.299 1.429 -0.545
C 0.842 0.236 -0.416
C -1.523 -0.705 0.200
C -1.142 1.776 -0.269
C -1.821 0.671 0.676
C 0.082 -2.136 -1.092
C 3.740 0.717 0.072
N -0.374 -0.994 -0.334
N -2.478 -1.631 0.313
O 2.222 -1.191 1.303
S 2.525 -0.654 -0.044
H 0.970 2.370 -0.791
H -1.119 2.736 0.177
H -1.693 1.797 -1.162
H -2.896 0.751 0.488
H -1.722 0.774 1.772
H -0.794 -2.683 -1.521
H 0.556 -2.019 -2.082
H 0.783 -2.753 -0.528
H 4.018 0.786 1.091
H 3.192 1.665 -0.213
H 4.462 0.240 -0.632
H -3.436 -1.314 0.610
H -2.278 -2.651 -0.017
*
```

Calculated values
**Relative energy (zero: lowest compared OMol25 entry of this formula, charge and spin)**: 281.7 kJ/mol
**Electronic energy**: -856.9458 Ha
**Kohn-Sham gap (alpha / beta)**: 5.6 / 5.4 eV
**Expectation value of S²**: 2.02

Löwdin atomic charge list, values in e, 2 entries: number 1, C, carries -0.1782; number 2, C, carries -0.2419

=====

No. 2
A 2-piece molecular cluster, C7H13N2S overall in a non-equilibrium geometry, computed with the ωB97M-V functional and the def2-TZVPD basis.

Structure (ORCA input):
```
! wB97M-V def2-TZVPD RIJCOSX def2/J DEFGRID3
* xyz 1 1
C -0.812 0.571 0.259
C 4.689 2.121 -0.125
C 4.275 0.799 0.457
C -0.709 -1.105 -1.122
C -1.878 -1.156 -0.509
C -3.041 -2.106 -0.597
C -3.078 0.087 1.141
N 0.034 -0.085 -0.614
N -1.905 -0.084 0.382
S 3.203 -0.268 -0.113
H -0.720 1.559 0.708
H 4.703 2.970 0.538
H 5.700 1.788 -0.442
H 4.784 0.509 1.346
H -0.041 -1.729 -1.696
H 4.041 2.303 -0.982
H -3.348 -2.423 0.506
H -2.932 -2.930 -1.340
H -3.884 -1.435 -0.913
H -3.059 -0.645 1.920
H -3.926 -0.032 0.478
H -3.087 1.116 1.553
H 0.992 0.177 -0.833
*
```

Calculated values
**Relative energy (zero: lowest compared OMol25 entry of this formula, charge and spin)**: 177.7 kJ/mol
**Electronic energy**: -781.9450 Ha
**Kohn-Sham gap (alpha / beta)**: 8.9 / 8.9 eV

Löwdin atomic charge list, values in e, 2 entries: number 1, C, carries -0.0195; number 2, C, carries -0.1310

=====

No. 3
An isolated ion of composition C7H13N3 and charge +2 in a non-equilibrium geometry, computed with the ωB97M-V functional and the def2-TZVPD basis.

Structure (ORCA input):
```
! wB97M-V def2-TZVPD RIJCOSX def2/J DEFGRID3
* xyz 2 1
C 0.622 2.135 1.961
C -0.529 0.046 0.269
C 1.785 0.294 0.918
C -1.409 -1.428 -1.605
C -1.311 -0.094 -2.167
C -1.481 -0.286 -0.673
C 3.181 -0.106 0.792
N 0.753 -0.153 0.185
N 1.527 1.201 1.896
N -2.869 -0.206 -0.081
H 0.414 2.457 2.973
H -2.223 -2.162 -1.727
H -0.360 -1.863 -1.518
H -0.364 0.396 -2.448
H -2.172 0.243 -2.911
H 3.805 -0.285 1.615
H 3.152 -0.842 -0.002
H 3.669 0.793 0.390
H 1.049 -0.898 -0.531
H 2.296 1.417 2.467
H -3.503 0.220 -0.718
H -2.879 0.343 0.696
H -3.153 -1.222 0.220
*
```

Calculated values
**Relative energy (zero: lowest compared OMol25 entry of this formula, charge and spin)**: 723.9 kJ/mol
**Electronic energy**: -437.9007 Ha
**Kohn-Sham gap (alpha / beta)**: 6.8 / 7.1 eV

Löwdin atomic charge list, values in e, 2 entries: number 1, C, carries 0.2279; number 2, C, carries 0.0611

=====

Which of these has the lowest relative energy (zero: lowest compared OMol25 entry of this formula, charge and spin)? C7H13N2S

=====

Among the records above, which one has the lowest electronic energy? C7H13N2OS

=====

Look up the relative energy (zero: lowest compared OMol25 entry of this formula, charge and spin) of the first one. 281.7 kJ/mol